Entry from OMol25: 2 unconnected molecules or ions with the total composition H4O2 at a distorted geometry (the ωB97M-V functional and the def2-TZVPD basis).

Computed properties:
E_LUMO	0.6	eV
multiplicity	1
DFT total energy	-4159.80961	eV
energy relative to the best compared isomer or geometry (same formula, charge and spin)	12.5	kJ/mol
SMILES string	O.O
HOMO energy	-10.823	eV

Last columns: bonded neighbours and bond lengths (Å).
Atoms and positions in Å:
1 O 0.672 0.546 -1.533  H2 0.964, H3 1.001
2 H 1.615 0.390 -1.660  O1 0.964
3 H 0.411 0.037 -0.711  O1 1.001
4 O -0.700 -0.342 0.926  H5 0.963, H6 0.959
5 H -0.384 -0.470 1.826  O4 0.963
6 H -1.614 -0.161 1.153  O4 0.959

These are the natural (NBO) partial charges, in e, on atoms 1 to 2: number 1, O, carries -0.96; number 2, H, carries 0.46

---

Entry from OMol25: 6 unconnected molecules or ions with the total composition C9H21BrN9O11S (the ωB97M-V functional and the def2-TZVPD basis).

Computed properties:
E_LUMO	-3.2	eV
multiplicity	1
DFT total energy	-126461.20034	eV
total charge	+1
HOMO energy	-12.764	eV

Last columns: bonded neighbours and bond lengths (Å).
Atoms and positions in Å:
1 N 6.766 -0.841 -0.609  C2 1.145
2 C 5.908 -0.870 -1.368  N1 1.145, O3 1.317
3 O 4.925 -0.900 -2.243  C2 1.317, N4 1.390
4 N 4.156 0.255 -2.158  O3 1.390, C5 1.327, H12 1.012
5 C 2.887 0.119 -1.792  N4 1.327, N6 1.340, N11 1.328
6 N 1.999 1.122 -1.755  C5 1.340, C7 1.512, H13 1.012
7 C 1.137 0.792 -0.557  N6 1.512, S8 1.774, C9 1.536, H14 1.093
8 S -0.364 1.728 -0.423  C7 1.774, H15 1.337
9 C 1.023 -0.725 -0.773  C7 1.536, Br10 1.905, N11 1.494, H16 1.089
10 Br 0.837 -1.658 0.877  C9 1.905
11 N 2.331 -1.030 -1.426  C5 1.328, C9 1.494, H17 1.013
12 H 4.588 1.119 -2.458  N4 1.012
13 H 2.294 2.081 -1.883  N6 1.012
14 H 1.750 0.924 0.339  C7 1.093
15 H -0.034 2.385 0.694  S8 1.337
16 H 0.227 -1.035 -1.449  C9 1.089
17 H 2.898 -1.782 -1.051  N11 1.013
18 C -1.156 5.946 -1.098  N19 1.488, H22 1.082, H23 1.086, H24 1.086
19 N -1.788 4.801 -0.389  C18 1.488, O20 1.216, O21 1.215
20 O -2.452 4.021 -1.043  N19 1.216
21 O -1.578 4.699 0.804  N19 1.215
22 H -1.416 5.868 -2.146  C18 1.082
23 H -1.530 6.862 -0.650  C18 1.086
24 H -0.085 5.863 -0.939  C18 1.086
25 C 1.591 -4.212 4.808  N26 1.488, H29 1.083, H30 1.086, H31 1.086
26 N 0.786 -3.234 4.027  C25 1.488, O27 1.214, O28 1.217
27 O 1.088 -2.059 4.082  N26 1.214
28 O -0.135 -3.674 3.364  N26 1.217
29 H 2.364 -3.667 5.336  C25 1.083
30 H 0.911 -4.714 5.489  C25 1.086
31 H 2.003 -4.923 4.098  C25 1.086
32 C -1.129 -5.729 0.659  N33 1.490, H36 1.083, H37 1.086, H38 1.086
33 N -0.082 -5.759 -0.401  C32 1.490, O34 1.220, O35 1.208
34 O 0.809 -4.928 -0.352  N33 1.220
35 O -0.184 -6.613 -1.250  N33 1.208
36 H -0.904 -4.921 1.344  C32 1.083
37 H -2.084 -5.589 0.161  C32 1.086
38 H -1.109 -6.696 1.154  C32 1.086
39 C -3.597 3.916 -4.613  N40 1.490, H43 1.083, H44 1.086, H45 1.086
40 N -2.178 4.261 -4.909  C39 1.490, O41 1.217, O42 1.211
41 O -1.669 5.167 -4.275  N40 1.217
42 O -1.616 3.612 -5.763  N40 1.211
43 H -3.950 4.574 -3.829  C39 1.083
44 H -4.155 4.041 -5.536  C39 1.086
45 H -3.613 2.876 -4.302  C39 1.086
46 C -1.723 -0.380 3.391  N47 1.490, H50 1.084, H51 1.086, H52 1.086
47 N -3.156 -0.008 3.549  C46 1.490, O48 1.213, O49 1.213
48 O -3.950 -0.897 3.773  N47 1.213
49 O -3.427 1.169 3.434  N47 1.213
50 H -1.629 -1.453 3.511  C46 1.084
51 H -1.424 -0.062 2.397  C46 1.086
52 H -1.159 0.159 4.147  C46 1.086

These are the natural (NBO) partial charges, in e, on atoms 1 to 2: number 1, N, carries -0.27; number 2, C, carries 0.47